1.
ORCA calculation (ωB97M-V/def2-TZVPD) on a structure of composition C4H3NO.

* E_HOMO (spin up / spin down): -10.0 / -9.7 eV
* frontier orbital gap (spin up / spin down): 8.9 / 8.0 eV

The geometry in ORCA input format:
```
! RIJCOSX wB97M-V def2-TZVPD def2/J DEFGRID3
* xyz 0 1
C -0.04082 0.05427 -0.01338
C -1.03899 0.94193 -0.00175
C -1.05187 -1.02100 -0.00069
C 1.42326 -0.00476 -0.00414
N -2.34645 0.70614 0.00685
O -2.34027 -0.62875 0.00507
H 1.76340 -0.79903 0.65899
H 1.81965 -0.19859 -1.00064
H 1.81208 0.94979 0.34969
*
```

***

2.
ORCA calculation (ωB97M-V/def2-TZVPD) on an isolated molecule of C4H3NO.

* E_HOMO: -11.2 eV
* frontier orbital gap: 10.6 eV
* structure (SMILES): C=CC(=O)C#N

The geometry in ORCA input format:
```
! RIJCOSX wB97M-V def2-TZVPD def2/J DEFGRID3
* xyz 0 1
C -0.21232 -0.21675 0.37836
C 0.21960 0.19569 -0.82308
C -0.68727 0.15992 -2.02003
O -1.29816 -0.76109 -2.40095
C -0.63649 1.46738 -2.72415
N -0.51578 2.41818 -3.33111
H 0.35933 0.06373 1.22343
H -1.31399 -0.38565 0.45093
H 1.10775 0.67681 -0.88894
*
```

***

3.
ORCA calculation (ωB97M-V/def2-TZVPD) on an isolated molecule of C4H3NO.

* E_HOMO: -10.9 eV
* frontier orbital gap: 9.8 eV

The geometry in ORCA input format:
```
! RIJCOSX wB97M-V def2-TZVPD def2/J DEFGRID3
* xyz 0 1
O 0.23476 -1.53432 0.10869
C -0.28311 -0.51404 0.92512
C -0.02606 0.88385 0.37493
C 0.49923 2.08027 0.43771
C -0.50390 1.34359 -0.93735
N -0.95947 1.49606 -1.99984
H -0.27982 -1.55792 -0.71663
H 0.23927 -0.57589 1.88575
H -1.36658 -0.61088 1.10429
*
```

***

The following electronic energy values (in eV) correspond, in order, to the records above: -7726.8302, -7731.9836, -7729.1798.